Below is a molecular structure, C55H44N13SSc, with properties calculated with ωB97M-V/def2-TZVPD.

Calculated total energy, eV: -108663.6242
ΔE to the lowest compared entry with this formula, charge and spin, eV: 0.000
HOMO (spin up / spin down), eV: -6.40 / -6.34
Spin multiplicity: 1
Kohn-Sham gap (spin up / spin down), eV: 5.02 / 4.94

Geometry as XYZ:
```
114
Properties=species:S:1:pos:R:3:forces:R:3:lowdin_charge:R:1
Sc 1.032 -0.143 0.660 -0.258 0.315 -0.579 1.0077
C 3.258 4.908 -3.104 -0.030 0.003 0.015 -0.0732
C 1.962 5.420 -2.933 0.008 -0.026 0.011 -0.0746
C 1.073 4.840 -2.043 -0.005 0.063 -0.034 -0.0093
C 1.507 3.723 -1.341 -0.070 0.017 -0.020 -0.1183
C 0.853 2.866 -0.359 0.042 -0.023 0.193 -0.2921
N -0.295 3.173 0.211 0.047 -0.053 0.017 0.2150
C -0.824 2.462 1.200 -0.037 0.008 -0.119 -0.2792
C -1.918 2.949 2.028 0.075 0.053 -0.109 -0.1205
C -2.596 4.163 2.072 -0.046 0.040 0.005 -0.0201
C -3.573 4.316 3.040 0.027 -0.026 -0.015 -0.0801
C -3.866 3.285 3.948 0.013 -0.011 -0.058 -0.0813
C -3.186 2.081 3.907 -0.038 -0.008 0.027 -0.0069
C -2.205 1.931 2.932 -0.024 -0.170 -0.001 -0.1057
C -1.276 0.850 2.637 0.040 0.023 0.000 -0.2669
N -1.273 -0.301 3.306 -0.007 -0.058 -0.067 0.2217
C -0.248 -1.122 3.267 0.030 0.139 0.093 -0.2756
N 0.978 -0.857 2.725 -0.118 -0.261 -0.221 0.0810
C 1.819 -1.886 3.043 0.068 0.152 0.128 -0.2695
N 3.107 -1.955 2.796 -0.006 -0.067 -0.074 0.2264
C 3.723 -1.105 1.986 0.014 0.180 0.024 -0.2727
N 3.159 -0.148 1.190 0.174 -0.212 -0.011 0.0772
C 4.146 0.419 0.440 0.001 0.074 0.067 -0.2625
N 4.025 1.395 -0.449 -0.020 -0.044 0.003 0.2153
C 2.896 2.048 -0.640 -0.062 0.047 0.070 -0.2968
N 1.690 1.827 -0.037 0.030 0.091 -0.039 0.0740
C 2.792 3.216 -1.510 0.064 -0.069 -0.043 -0.1223
C 3.693 3.805 -2.388 0.057 0.034 -0.024 -0.0070
C 5.427 -0.189 0.777 -0.017 0.062 -0.107 -0.1093
C 6.715 0.014 0.299 0.065 0.033 0.008 -0.0091
C 7.725 -0.767 0.836 -0.023 0.011 0.025 -0.0757
C 7.456 -1.725 1.825 -0.004 0.010 -0.023 -0.0758
C 6.170 -1.925 2.298 0.048 -0.028 0.051 -0.0068
C 5.161 -1.139 1.758 -0.068 -0.115 0.042 -0.1107
C 1.076 -2.916 3.770 0.015 0.006 -0.051 -0.0999
C 1.436 -4.177 4.220 0.053 -0.005 0.071 -0.0040
C 0.449 -4.947 4.815 -0.035 0.034 0.016 -0.0695
C -0.861 -4.468 4.953 0.048 -0.040 -0.019 -0.0711
C -1.217 -3.209 4.494 -0.043 0.043 0.098 -0.0139
C -0.225 -2.441 3.903 -0.017 0.025 -0.023 -0.1046
N -0.467 1.207 1.601 -0.190 0.106 0.210 0.0836
H 3.927 5.388 -3.808 -0.024 -0.008 0.016 0.1020
H 1.654 6.283 -3.509 0.021 -0.014 0.011 0.1017
H 0.074 5.233 -1.900 0.034 -0.026 -0.001 0.1145
H -2.356 4.958 1.376 -0.008 -0.022 0.012 0.1155
H -4.120 5.249 3.106 0.007 -0.031 0.001 0.1025
H -4.636 3.440 4.692 -0.005 0.007 0.005 0.1014
H -3.396 1.282 4.607 0.007 0.033 -0.026 0.1146
H 4.692 3.405 -2.508 -0.052 0.015 0.005 0.1156
H 6.913 0.759 -0.462 -0.012 -0.041 0.026 0.1133
H 8.743 -0.635 0.489 -0.021 -0.018 0.011 0.1010
H 8.271 -2.319 2.220 -0.014 0.018 -0.016 0.1009
H 5.949 -2.665 3.057 0.013 0.035 -0.039 0.1143
H 2.451 -4.538 4.100 -0.053 0.006 -0.005 0.1175
H 0.691 -5.938 5.180 -0.018 0.017 -0.015 0.1022
H -1.609 -5.097 5.420 0.029 0.008 -0.018 0.1024
H -2.229 -2.834 4.588 0.036 -0.009 -0.014 0.1168
C -6.104 1.225 -1.770 -0.022 -0.039 -0.063 -0.0469
C -5.132 1.553 -0.630 0.067 -0.016 -0.020 -0.5500
C -4.127 2.580 -1.154 0.008 0.049 -0.015 -0.0484
C -5.904 2.166 0.545 -0.029 0.022 -0.015 -0.0303
C -4.436 0.274 -0.166 -0.039 -0.003 0.019 -0.1497
C -5.208 -0.844 0.203 0.012 -0.050 0.002 -0.0250
C -4.635 -2.054 0.536 -0.004 0.026 -0.044 -0.0645
C -3.245 -2.150 0.515 -0.104 -0.091 0.050 -0.4519
S -2.238 -3.543 0.721 0.027 0.010 0.034 1.1421
C -0.834 -2.559 0.428 -0.048 -0.189 0.100 -0.5256
N -1.088 -1.291 0.232 0.324 -0.114 0.055 0.0436
C -2.458 -1.039 0.235 0.190 0.119 -0.003 -0.2823
C -3.058 0.174 -0.110 0.036 0.075 0.016 0.0296
C 0.515 -3.132 0.309 -0.210 -0.114 0.059 -0.2812
C 0.698 -4.513 0.449 -0.003 -0.018 -0.132 -0.0588
C 1.937 -5.063 0.178 0.032 0.083 0.010 -0.0773
C 2.975 -4.224 -0.228 -0.055 -0.100 0.024 -0.0684
C 2.780 -2.852 -0.290 0.107 0.052 -0.035 -0.1228
C 1.554 -2.242 -0.009 -0.087 -0.316 0.278 -0.1680
H -6.612 2.137 -2.094 0.013 -0.030 0.000 0.0861
H -6.869 0.507 -1.469 0.017 0.032 -0.005 0.0743
H -5.568 0.810 -2.627 -0.030 0.014 0.033 0.0917
H -4.666 3.449 -1.538 0.024 -0.021 0.030 0.0913
H -3.525 2.174 -1.973 -0.048 0.029 0.031 0.0888
H -3.454 2.926 -0.369 0.004 0.019 -0.011 0.0654
H -6.383 3.099 0.235 0.014 -0.045 0.016 0.0894
H -5.227 2.385 1.371 0.032 0.029 0.067 0.0734
H -6.682 1.491 0.910 0.026 0.005 -0.008 0.0828
H -6.289 -0.771 0.198 0.038 0.006 0.004 0.1101
H -5.250 -2.913 0.774 0.021 0.044 0.000 0.1109
H -2.427 1.015 -0.364 -0.043 -0.046 0.058 0.0897
H -0.121 -5.157 0.756 0.036 0.018 -0.022 0.0889
H 2.095 -6.129 0.276 0.002 0.014 -0.006 0.1010
H 3.948 -4.645 -0.461 -0.046 0.010 0.003 0.1036
H 3.638 -2.235 -0.549 0.009 -0.008 0.002 0.0951
C 0.173 -1.697 -2.701 -0.078 0.072 -0.100 -0.1654
N 0.603 -0.357 -2.243 -0.093 0.235 0.130 -0.0859
C 1.804 0.009 -3.018 -0.023 -0.034 -0.076 -0.1566
N 1.561 0.006 -4.461 -0.092 -0.012 0.056 -0.0769
C 1.103 -1.330 -4.852 -0.035 0.034 0.062 -0.1688
N -0.114 -1.727 -4.136 0.043 0.102 0.024 -0.0777
C -1.156 -0.738 -4.427 0.073 0.001 0.020 -0.1681
N -0.760 0.618 -4.028 0.079 -0.056 0.010 -0.0758
C -0.472 0.595 -2.595 0.062 -0.012 -0.065 -0.1651
C 0.481 0.961 -4.736 -0.016 -0.077 0.041 -0.1621
H -0.725 -1.980 -2.152 -0.021 0.008 -0.039 0.1197
H 0.961 -2.413 -2.475 0.048 -0.031 -0.016 0.1190
H 2.598 -0.701 -2.778 0.017 -0.017 0.003 0.1320
H 2.124 1.009 -2.730 0.005 0.013 0.014 0.1056
H 1.892 -2.053 -4.636 0.018 -0.014 0.011 0.1270
H 0.904 -1.339 -5.925 -0.005 0.011 -0.020 0.1235
H -2.066 -1.012 -3.890 -0.012 -0.001 0.021 0.1265
H -1.365 -0.745 -5.498 0.004 -0.003 -0.014 0.1237
H -1.375 0.307 -2.057 0.010 -0.028 -0.041 0.1009
H -0.176 1.598 -2.281 0.008 0.023 -0.007 0.1148
H 0.802 1.959 -4.426 -0.002 0.011 0.013 0.1257
H 0.283 0.974 -5.809 -0.003 -0.006 -0.026 0.1238
```
Positions in Å, forces in eV/Å.